# C2H29HgO13

A structure of composition C2H29HgO13 in a non-equilibrium geometry (the ωB97M-V functional and the def2-TZVPD basis, OMol25).

```
45
Properties=species:S:1:pos:R:3
Hg -3.20269 1.54304 -0.01049
C 1.02931 0.85804 0.47851
C -0.12169 0.22404 1.24151
O -1.37069 0.24604 0.47251
H 1.92231 0.76604 1.11451
H 0.77731 1.89404 0.18051
H 1.12631 0.35204 -0.48849
H -0.14569 0.91604 2.11751
H 0.06531 -0.74596 1.60751
O 2.88631 -1.88096 2.09651
H 2.52631 -1.00996 2.23151
H 3.71231 -1.68396 1.75251
O -1.06569 1.69604 -1.86449
H -0.84469 0.76604 -1.69849
H -0.21569 2.10004 -1.63449
O -1.99769 3.52604 0.35951
H -2.44669 4.30704 0.02151
H -1.16269 3.73404 0.75451
O -3.13869 1.37204 2.41951
H -3.57469 0.65404 2.92151
H -2.16469 1.24404 2.62951
O 1.77731 0.21004 -3.30349
H 1.76731 1.01204 -2.73549
H 2.56431 -0.26296 -3.09349
O -0.72269 -0.85396 -2.34949
H 0.16931 -0.80796 -2.74249
H -0.50869 -1.47796 -1.69149
O 0.61931 -2.67696 3.41651
H 0.66531 -3.55196 3.85951
H 1.44431 -2.68496 2.95751
O 3.29331 -1.00696 -0.96249
H 2.44131 -1.38096 -1.07449
H 3.71431 -1.64896 -0.40849
O 1.46131 3.06804 -2.30549
H 1.48231 3.93504 -2.82849
H 2.37831 2.74704 -2.25249
O -3.48469 -0.51096 -1.51349
H -2.65769 -0.39396 -2.02949
H -3.62569 -1.37896 -1.18349
O -2.26769 -2.24096 0.90051
H -1.93169 -1.35696 0.89251
H -2.26869 -2.49896 1.83851
O 0.57731 -2.38496 -0.40349
H 0.70831 -1.82096 0.36751
H -0.18969 -2.90996 -0.05749
```

Summary:
Net charge: +1
F_max: 4.199 eV/Å
Total energy: -33328.46539 eV
Orbital gap: 6.267 eV
Energy relative to the best compared isomer or geometry (same formula, charge and spin): 2.1 kcal per mole

# C2H29O13

A cluster of 13 separate species, C2H29O13 in total in a non-equilibrium geometry (the ωB97M-V functional and the def2-TZVPD basis, OMol25).

```
44
Properties=species:S:1:pos:R:3
C -0.74184 1.17070 -0.11155
C -1.06884 -0.23830 -0.59555
O 0.02816 -1.07430 -0.30755
H -1.65184 1.82770 -0.19455
H 0.05916 1.52470 -0.66355
H -0.54684 1.21270 0.95445
H -1.17584 -0.28030 -1.68055
H -1.95384 -0.55530 -0.11255
O 1.02816 2.34070 -2.93555
H 0.53916 2.72870 -2.19555
H 1.08716 1.41270 -2.81655
O 2.11116 2.53070 0.80645
H 2.29416 3.32170 1.32445
H 1.15416 2.58270 0.74845
O 0.36616 1.19170 3.30145
H 0.30616 2.04270 3.72445
H -0.05384 0.45670 3.79145
O 2.23616 -0.47530 1.39445
H 1.54116 -0.68930 0.74845
H 1.73216 0.11370 2.02245
O -2.90584 -3.08730 -0.68855
H -3.77884 -3.25930 -0.37055
H -2.42184 -3.02130 0.10645
O -0.62184 -2.55530 -2.75355
H -1.03484 -1.81230 -2.37555
H -0.51884 -3.06430 -2.00055
O 3.04716 -2.64330 -1.01355
H 2.07216 -2.67730 -0.91055
H 3.07116 -2.80130 -1.96055
O -0.89184 -1.56930 2.14345
H -1.69884 -1.03430 2.27045
H -0.59784 -1.27430 1.24745
O -2.48984 1.90470 2.65945
H -2.47784 2.48570 1.92545
H -1.54884 1.74270 2.69445
O 1.64016 -0.43930 -2.26255
H 1.05516 -0.71230 -1.55255
H 1.28316 -0.94930 -2.96355
O 0.23416 4.16970 -0.80155
H -0.25384 4.00470 -0.01455
H 0.28616 5.13370 -0.90955
O 0.46216 -3.51330 -0.14155
H 0.63116 -3.55330 0.80045
H 0.16816 -2.61930 -0.33155
```

Summary:
Net charge: -1
F_max: 3.207 eV/Å
Total energy: -29163.30944 eV
Orbital gap: 7.744 eV
Energy relative to the best compared isomer or geometry (same formula, charge and spin): 44.5 kcal per mole

For the records above, the corresponding LUMO energy values read -5.98 1.93 eV.